[1]
13
Properties=species:S:1:pos:R:3 method="wB97M-V/def2-TZVPD" e_above_lowest_ev=4.277 multiplicity=1 homo_lumo_gap_ev=9.372 energy_ev=-7795.36706 max_force_ev_per_a=0.43
H -1.179 -2.432 -0.193
H 2.051 1.791 0.149
C -0.576 -1.557 0.063
C 1.428 0.888 0.143
H 0.079 -1.839 0.894
H 0.846 0.840 1.071
N -1.457 -0.501 0.516
H -2.082 1.443 0.306
O -0.607 1.005 -1.085
C -1.403 0.643 0.015
H 0.050 -1.302 -0.803
H 2.140 0.056 0.100
C 0.711 0.966 -1.176



[2]
13
Properties=species:S:1:pos:R:3 method="wB97M-V/def2-TZVPD" e_above_lowest_ev=1.821 multiplicity=1 homo_lumo_gap_ev=10.782 energy_ev=-7797.82309 max_force_ev_per_a=3.01
C 0.896 -0.803 0.907
H -1.293 -0.296 1.221
C -0.687 -0.775 0.447
C 1.413 1.713 -1.110
O 1.335 2.807 -0.813
H 1.365 0.126 1.195
H 0.890 -1.404 1.803
N -1.541 0.900 -1.113
C -0.751 -0.043 -0.846
H -1.040 -1.810 0.321
H -1.970 1.303 -0.287
H 1.513 -1.282 0.150
H -0.228 -0.524 -1.672